Computed, not measured: C5H20N11O8V as an isolated structure, with ωB97M-V/def2-TZVPD.

⟨S²⟩: 3.753
Net charge: +1
E_HOMO (spin up / spin down), hartree: -0.356 / -0.402
2S+1: 4
Gap between HOMO and LUMO (spin up / spin down), eV: 7.42 / 8.69

Last column: Löwdin charge in e.
CARTESIAN COORDINATES (ANGSTROEM)
V1 -0.3252 -0.2944 0.2201  0.926
N1 -2.1081 -2.1410 -1.9055  -0.545
O1 -2.8583 -3.0613 -1.5728  0.009
O2 -1.5436 -2.1159 -3.0189  -0.019
O3 -1.8866 -1.1998 -1.0696  -0.138
C1 -2.3100 1.6768 2.1315  -0.609
O4 -1.3481 1.1175 1.5788  -0.042
N2 -2.2052 2.1659 3.3829  0.173
N3 -3.5617 1.6873 1.5996  0.194
H1 -2.7673 2.9722 3.6000  0.111
H2 -1.3363 2.0400 3.8696  0.111
H3 -4.2676 2.2013 2.0863  0.109
H4 -3.6365 1.2383 0.7021  0.122
C2 2.6481 0.7229 1.3240  -0.606
O5 1.5497 0.2921 0.9731  -0.035
N4 2.8350 1.4638 2.4362  0.190
N5 3.7511 0.5120 0.5485  0.172
H5 3.6060 2.1060 2.4489  0.110
H6 1.9799 1.6630 2.9322  0.119
H7 4.6201 0.9184 0.8409  0.106
H8 3.7298 -0.3866 0.0878  0.115
C3 1.6472 -0.9906 -2.3418  -0.597
O6 0.9852 -0.9646 -1.2923  -0.062
N6 2.7690 -0.2763 -2.5724  0.182
N7 1.2590 -1.8152 -3.3450  0.192
H9 3.3515 -0.6217 -3.3105  0.107
H10 3.0739 0.4371 -1.9377  0.080
H11 0.3730 -2.2833 -3.1859  0.080
H12 1.7879 -1.9089 -4.1886  0.108
C4 -1.0864 -3.0192 1.9214  -0.602
O7 -0.5693 -1.9275 1.5997  -0.063
N8 -1.4497 -3.9378 0.9954  0.205
N9 -1.3986 -3.2949 3.1906  0.185
H13 -2.0947 -4.6308 1.3241  0.111
H14 -1.3309 -3.7912 0.0094  0.094
H15 -1.3539 -2.5285 3.8375  0.119
H16 -1.7371 -4.2006 3.4501  0.113
C5 0.0595 2.3755 -1.8258  -0.601
O8 -0.1954 1.4850 -1.0172  -0.027
N10 -0.8349 2.7612 -2.7559  0.186
N11 1.2632 3.0279 -1.8856  0.178
H17 -0.7228 3.4314 -3.4889  0.110
H18 -1.7680 2.5139 -2.4561  0.125
H19 1.4134 3.5671 -2.7174  0.101
H20 1.9937 3.0136 -1.2029  0.102

=====

Computed, not measured: C17H23FeGeN3O3S as an isolated structure, with ωB97M-V/def2-TZVPD.

⟨S²⟩: 6.026
Net charge: +2
E_HOMO (spin up / spin down), hartree: -0.550 / -0.550
2S+1: 5
Gap between HOMO and LUMO (spin up / spin down), eV: 7.11 / 6.53

Last column: Löwdin charge in e.
CARTESIAN COORDINATES (ANGSTROEM)
Fe1 -0.7368 1.0220 0.0995  0.557
C1 -2.8388 -0.5795 3.3986  0.015
C2 -1.4817 -0.7804 2.7377  -0.497
C3 -0.5327 -1.6403 3.5701  0.016
O1 -0.8601 0.4868 2.4259  -0.123
C4 -1.7337 -1.4955 1.3643  -0.576
O2 -2.2859 -2.5560 1.3148  0.164
O3 -1.2867 -0.8302 0.3516  -0.173
H1 -2.7304 -0.2297 4.4244  0.102
H2 -3.3654 -1.5310 3.4151  0.110
H3 -3.4356 0.1417 2.8399  0.101
H4 -0.4329 -1.2224 4.5710  0.103
H5 0.4571 -1.6922 3.1054  0.074
H6 -0.9248 -2.6499 3.6595  0.111
H7 -0.9658 1.0497 3.2032  0.137
N1 -1.9408 0.5766 -2.1318  0.032
N2 -2.8720 1.5771 -2.4609  -0.041
C5 -3.1579 2.5646 -1.6029  -0.766
N3 -4.0815 3.4625 -1.9066  0.150
S1 -2.3545 2.6915 -0.1049  0.752
H8 -1.3773 0.3439 -2.9463  0.118
H9 -2.4073 -0.2772 -1.8153  0.117
H10 -3.3972 1.4963 -3.3289  0.176
H11 -4.6143 3.4432 -2.7636  0.140
H12 -4.2471 4.2275 -1.2659  0.125
Ge1 1.3058 -0.1032 0.7066  1.176
C6 1.4982 1.4595 -0.5711  -0.395
C7 1.9116 2.7079 -0.1005  -0.091
C8 2.4377 3.6367 -0.9845  -0.024
C9 2.5313 3.3351 -2.3361  -0.006
C10 2.0799 2.1113 -2.8131  -0.031
C11 1.5541 1.1783 -1.9378  -0.108
C12 1.8590 -1.8986 0.0732  -0.320
C13 1.0185 -2.8479 -0.4871  -0.094
C14 1.5586 -4.0316 -0.9615  -0.043
C15 2.9249 -4.2533 -0.8882  -0.036
C16 3.7627 -3.2917 -0.3441  -0.048
C17 3.2331 -2.1164 0.1603  -0.110
H13 1.9737 0.3465 2.0325  0.032
H14 1.8690 2.9253 0.9588  0.116
H15 2.8041 4.5825 -0.6176  0.128
H16 2.9656 4.0516 -3.0169  0.130
H17 2.1653 1.8661 -3.8602  0.124
H18 1.2414 0.2015 -2.2925  0.113
H19 -0.0477 -2.6779 -0.5320  0.091
H20 0.9125 -4.7780 -1.3929  0.120
H21 3.3388 -5.1831 -1.2485  0.123
H22 4.8297 -3.4503 -0.3128  0.121
H23 3.8748 -1.3677 0.6104  0.106

=====

Computed, not measured: C49H65N3O2SbY as an isolated structure, with ωB97M-V/def2-TZVPD.

Net charge: +2
E_HOMO, hartree: -0.476
Gap between HOMO and LUMO, eV: 5.44

Last column: Löwdin charge in e.
CARTESIAN COORDINATES (ANGSTROEM)
Y1 -0.2983 1.0127 -2.0529  1.400
C1 -3.1536 3.2948 4.3848  -0.036
C2 -3.6575 1.9039 3.9896  -0.552
C3 -2.9997 0.8580 4.8902  -0.035
C4 -5.1701 1.8491 4.1989  -0.053
C5 -3.2535 1.6287 2.5342  -0.125
C6 -1.9541 1.6797 2.1431  0.047
C7 -1.5971 1.4053 0.7805  -0.145
N1 -0.3291 1.3975 0.2556  0.078
C8 0.8757 1.4305 0.8158  -0.142
C9 1.1902 1.4192 2.2274  0.049
C10 2.4660 1.5624 2.6349  -0.116
C11 3.4774 1.7685 1.6193  0.099
C12 3.3119 1.7176 0.2675  -0.072
C13 1.9874 1.4460 -0.1581  -0.212
O1 1.6689 1.2182 -1.3752  -0.187
C14 4.5044 2.0001 -0.6549  -0.526
C15 4.7793 3.5069 -0.5853  -0.027
C16 4.2879 1.6073 -2.1199  -0.045
C17 5.7392 1.2355 -0.1559  -0.029
C18 2.8392 1.5581 4.1181  -0.549
C19 2.2760 2.8206 4.7723  -0.027
C20 4.3512 1.5203 4.3376  -0.050
C21 2.2231 0.3167 4.7743  -0.031
C22 -2.6292 1.1370 -0.1818  -0.246
O2 -2.2443 0.9202 -1.4182  -0.263
C23 -3.9785 1.0941 0.2015  -0.078
C24 -4.2260 1.3189 1.5336  0.095
C25 -5.0799 0.8073 -0.8131  -0.534
C26 -6.4679 0.8234 -0.1703  -0.051
C27 -4.8528 -0.5778 -1.4199  -0.036
C28 -5.0561 1.8799 -1.9052  -0.032
H1 -3.4368 3.5165 5.4136  0.096
H2 -3.5719 4.0749 3.7487  0.096
H3 -2.0652 3.3579 4.3286  0.074
H4 -3.2801 1.0303 5.9285  0.095
H5 -1.9100 0.9153 4.8311  0.073
H6 -3.2997 -0.1564 4.6279  0.095
H7 -5.3948 2.0606 5.2437  0.096
H8 -5.5891 0.8669 3.9770  0.093
H9 -5.7023 2.5899 3.6007  0.094
H10 -1.2158 1.9833 2.8599  0.090
H11 0.4153 1.2549 2.9478  0.091
H12 4.4801 1.9535 1.9755  0.104
H13 3.9071 4.0816 -0.9031  0.087
H14 5.6097 3.7664 -1.2416  0.097
H15 5.0366 3.8246 0.4249  0.090
H16 3.4895 2.1675 -2.6019  0.073
H17 4.0703 0.5456 -2.2347  0.082
H18 5.2157 1.8262 -2.6485  0.095
H19 6.1108 1.5940 0.8029  0.084
H20 6.5494 1.3724 -0.8718  0.097
H21 5.5313 0.1682 -0.0719  0.080
H22 2.6582 3.7281 4.3037  0.096
H23 2.5548 2.8507 5.8252  0.098
H24 1.1857 2.8495 4.7168  0.080
H25 4.8525 2.4318 4.0109  0.091
H26 4.8220 0.6739 3.8335  0.094
H27 4.5501 1.4145 5.4032  0.097
H28 1.1357 0.3026 4.7035  0.073
H29 2.4749 0.2961 5.8345  0.098
H30 2.6022 -0.6018 4.3196  0.083
H31 -5.2527 1.2879 1.8552  0.093
H32 -6.5961 0.0477 0.5860  0.095
H33 -7.2135 0.6402 -0.9430  0.095
H34 -6.7110 1.7850 0.2844  0.094
H35 -4.8487 -1.3534 -0.6518  0.099
H36 -3.9095 -0.6335 -1.9679  0.056
H37 -5.6608 -0.8118 -2.1140  0.097
H38 -5.2469 2.8674 -1.4818  0.095
H39 -5.8439 1.6832 -2.6324  0.095
H40 -4.1041 1.9042 -2.4373  0.066
N2 -1.3560 3.5813 -2.6197  -0.048
N3 0.0757 3.4225 -2.7843  -0.102
H41 -1.7001 4.3997 -3.1288  0.107
H42 -1.5488 3.7464 -1.6290  0.091
H43 0.6197 4.1627 -2.3262  0.113
H44 0.2689 3.4945 -3.7860  0.108
C29 0.4720 -5.3052 -0.8414  -0.040
C30 -0.8471 -4.9213 -1.4610  -0.289
C31 -1.8288 -5.9032 -1.5915  -0.029
C32 -3.0733 -5.6406 -2.1395  -0.047
C33 -3.3828 -4.3619 -2.5824  -0.065
C34 -2.4265 -3.3687 -2.4574  -0.146
C35 -1.1639 -3.6388 -1.9061  -0.355
Sb1 0.0106 -1.9687 -1.9438  1.589
C36 0.6857 -1.7922 -3.9491  -0.310
C37 0.4864 -0.5582 -4.5951  -0.176
C38 0.7749 -0.3266 -5.9300  -0.067
C39 1.2860 -1.3834 -6.6687  -0.043
C40 1.4873 -2.6126 -6.0655  -0.015
C41 1.1963 -2.8432 -4.7213  -0.279
C42 1.4178 -4.2181 -4.1575  -0.037
C43 1.7914 -2.2205 -0.8751  -0.360
C44 3.0102 -2.3733 -1.5320  -0.119
C45 4.1857 -2.5061 -0.8021  -0.068
C46 4.1362 -2.4694 0.5836  -0.064
C47 2.9272 -2.2966 1.2421  -0.033
C48 1.7382 -2.1720 0.5259  -0.312
C49 0.4323 -2.0511 1.2706  -0.056
H45 0.6777 -6.3546 -1.0448  0.093
H46 0.4487 -5.1890 0.2445  0.091
H47 1.3259 -4.7232 -1.1964  0.047
H48 -1.6028 -6.9074 -1.2563  0.122
H49 -3.8003 -6.4360 -2.2239  0.116
H50 -4.3473 -4.1402 -3.0163  0.113
H51 -2.6759 -2.3684 -2.7985  0.073
H52 0.0491 0.2979 -4.0816  0.009
H53 0.6041 0.6373 -6.3862  0.112
H54 1.5219 -1.2547 -7.7155  0.120
H55 1.8804 -3.4286 -6.6583  0.127
H56 2.2596 -4.7008 -4.6517  0.097
H57 0.5402 -4.8533 -4.2919  0.104
H58 1.6366 -4.1982 -3.0897  0.036
H59 3.0542 -2.4002 -2.6139  0.097
H60 5.1316 -2.6454 -1.3076  0.115
H61 5.0470 -2.5846 1.1566  0.115
H62 2.8980 -2.2804 2.3253  0.109
H63 0.6079 -1.8990 2.3349  0.084
H64 -0.1805 -2.9498 1.1648  0.083
H65 -0.1808 -1.2139 0.9238  0.043

=====

Calculated E in order - -2350.75683; -4789.82937; -2499.06700 Eh
Calculated relative energy (zero: lowest compared OMol25 entry of this formula, charge and spin) in order - 0.000; 1.991; 1.202 eV